23
Properties=species:S:1:pos:R:3:forces:R:3 method="wB97M-V/def2-TZVPD" orbital_gap_ev="8.6 / 5.3" total_charge=+1 lumo_energy_ev="-4.6821 / -5.8204"
C -1.9362 -0.6868 2.5947 -0.43 -0.23 -0.28
C -2.5621 -0.8783 1.3906 -1.74 0.84 -2.45
C -0.6817 -0.1623 2.6562 1.09 -0.27 -0.09
C -1.9969 -0.4324 0.1894 0.28 0.64 0.25
C 0.0221 0.0114 1.4480 0.72 0.71 -2.09
C -0.7148 -0.0050 0.1557 1.92 -0.02 1.52
C 1.4099 0.1945 1.5428 -0.42 1.21 -1.71
C -0.0971 0.2284 -1.1926 -1.73 -2.36 1.47
C 1.3644 0.0224 -1.3680 -0.65 -0.70 -0.47
C 1.9153 -0.3334 -2.6556 1.14 -1.30 -3.88
N 0.8221 1.3389 -1.3446 1.34 2.69 -0.86
H -2.4956 -0.9883 3.4192 -0.56 -0.15 1.67
H -3.6234 -1.1087 1.1926 0.57 -0.46 1.21
H -0.0972 0.0623 3.5611 -0.74 -0.40 -0.24
H -2.5209 -0.2497 -0.7280 -0.85 -0.72 -0.18
H 2.1034 0.5978 0.7792 -0.72 -0.51 0.49
H 1.8191 0.1476 2.5037 0.77 -0.32 1.24
H -0.9005 -0.0369 -1.9707 1.83 0.94 0.54
H 1.5726 0.3805 -3.5844 0.57 -1.34 2.24
H 1.4407 -1.3241 -2.8824 0.76 0.66 -0.15
H 3.0574 -0.4580 -2.8464 -1.94 0.35 0.93
H 0.9763 1.7399 -2.2772 -0.54 0.50 0.45
H 1.1232 1.9401 -0.5832 -0.67 0.24 0.40

18
Properties=species:S:1:pos:R:3:forces:R:3 method="wB97M-V/def2-TZVPD" orbital_gap_ev=10.8 total_charge=0 lumo_energy_ev=0.5114 smiles="CNC=O.O.O.O"
C -1.1417 -0.2273 2.6785 0.06 -0.35 0.21
N 0.1041 -0.6674 3.0207 0.48 0.40 -0.54
C 0.4067 -2.0953 3.1322 -0.69 0.44 0.89
O -1.4197 0.5674 1.8084 0.34 0.57 0.12
H -1.9105 -0.6250 3.3335 -0.50 -0.53 0.09
H 0.8583 -0.1443 2.5896 -0.14 -0.08 -0.26
H -0.1965 -2.5258 3.9302 0.00 -0.04 0.15
H 0.1499 -2.6488 2.2306 0.50 0.01 -0.19
H 1.4447 -2.1420 3.4455 0.06 -0.45 -0.30
H 0.3306 0.2365 -3.7799 0.06 0.07 -0.13
H -0.3419 1.2820 -2.9365 -0.19 0.19 -0.09
O -0.1576 1.0666 -3.8576 0.23 -0.31 0.46
H 0.3077 1.5392 1.5597 -0.14 -0.01 -0.35
H 0.9631 2.6047 0.7051 0.15 -0.02 0.02
O 1.1592 1.7794 1.1602 -0.10 0.07 0.15
H 0.2014 1.1124 -6.8407 -0.05 -0.22 -0.17
H -0.4817 0.5632 -5.6293 -0.17 -0.11 -0.36
O -0.2760 0.3246 -6.5499 0.12 0.38 0.31